Formula: C14H26BI2NO2
Source: OMol25
Level of theory: ωB97M-V with the def2-TZVPD basis set

Its spin multiplicity is 1. For the molar mass, the calculation gives 504.99 Da. The strongest force on any atom comes out at 0.0213 hartree/bohr. The total energy is -1374.35566 hartree.

Each line ends with the Mulliken charge.
Element x y z (Å)
C (0.557, 0.552, 4.808)  0.15
C (0.330, 0.565, 3.634)  -0.91
C (0.018, 0.547, 2.215)  -0.11
C (-1.501, 0.473, 1.946)  -0.17
C (-2.153, 1.860, 1.958)  -0.67
B (-3.725, 1.872, 1.894)  0.16
C (-4.519, 0.577, 1.498)  -0.21
I (-4.273, -0.105, -0.496)  0.10
C (-5.301, -0.031, 2.381)  0.17
C (-5.427, 0.520, 3.780)  -1.16
I (-6.403, -1.788, 1.932)  0.04
H (0.523, 0.662, 5.862)  0.48
H (0.456, -0.341, 1.767)  0.07
H (0.455, 1.388, 1.682)  0.13
H (-1.957, -0.187, 2.682)  0.36
H (-1.609, -0.013, 0.980)  0.17
H (-1.776, 2.433, 1.106)  0.22
H (-1.877, 2.334, 2.904)  0.26
H (-4.333, 2.863, 2.163)  -0.10
H (-6.272, 0.073, 4.291)  0.42
H (-4.510, 0.392, 4.348)  0.28
H (-5.668, 1.581, 3.693)  0.29
C (1.687, -2.975, -3.900)  -0.71
O (2.922, -2.294, -3.788)  -0.34
C (2.967, -1.051, -4.478)  -0.80
C (3.041, 0.108, -3.505)  -0.20
N (1.787, 0.271, -2.781)  -0.31
C (1.850, 1.215, -1.668)  -0.67
C (2.772, 0.886, -0.497)  -0.65
O (2.367, -0.237, 0.263)  -0.29
C (2.806, -1.493, -0.229)  -0.67
H (1.818, -3.966, -3.468)  0.24
H (0.888, -2.462, -3.354)  0.29
H (1.391, -3.088, -4.947)  0.34
H (2.115, -0.941, -5.155)  0.41
H (3.877, -1.053, -5.084)  0.39
H (3.254, 1.026, -4.060)  0.37
H (3.886, -0.085, -2.830)  0.18
H (1.496, -0.629, -2.423)  0.06
H (0.835, 1.307, -1.273)  0.38
H (2.125, 2.198, -2.063)  0.40
H (2.732, 1.736, 0.191)  0.37
H (3.821, 0.787, -0.799)  0.40
H (3.776, -1.422, -0.726)  0.34
H (2.072, -1.932, -0.910)  0.20
H (2.902, -2.164, 0.625)  0.30